Entry 1:
{
  "formula": "C19H46FN7O4P3S",
  "method": "wB97M-V/def2-TZVPD",
  "orbital_gap_ha": 0.18870,
  "charge": 1,
  "elements": ["S", "P", "P", "P", "F", "O", "O", "O", "O", "N", "N", "N", "N", "N", "N", "N", "C", "C", "C", "C", "C", "C", "C", "C", "C", "C", "C", "C", "C", "C", "C", "C", "C", "C", "C", "H", "H", "H", "H", "H", "H", "H", "H", "H", "H", "H", "H", "H", "H", "H", "H", "H", "H", "H", "H", "H", "H", "H", "H", "H", "H", "H", "H", "H", "H", "H", "H", "H", "H", "H", "H", "H", "H", "H", "H", "H", "H", "H", "H", "H", "H"],
  "coordinates": [[-3.046, -2.606, -0.187], [-2.026, -1.045, -0.560], [-7.049, 2.008, -1.694], [6.334, -0.360, 1.154], [3.113, -2.551, 4.297], [-6.179, 3.082, -1.120], [-2.848, 0.242, -0.139], [-1.677, -0.969, -2.095], [5.288, 0.662, 0.788], [6.862, -0.791, -0.404], [-8.018, 0.549, -1.566], [6.956, -1.882, 1.801], [7.424, 0.577, 2.096], [-0.544, -0.927, 0.431], [-6.089, 1.406, -2.992], [-8.407, 2.920, -2.148], [8.244, -0.846, -0.836], [6.002, -0.408, -1.521], [1.312, 0.312, 1.216], [-0.177, -1.976, 1.191], [0.202, 0.199, 0.434], [-6.016, 2.023, -4.302], [-7.904, -0.562, -2.498], [1.690, -0.748, 2.036], [-8.502, 4.274, -1.604], [-9.073, 2.846, -3.431], [8.119, -1.961, 2.675], [1.742, -2.692, 4.246], [1.295, -3.121, 2.847], [0.936, -1.920, 1.998], [-4.830, 0.853, -2.545], [6.827, 1.115, 3.306], [-8.081, 0.035, -0.186], [5.890, -2.749, 2.332], [8.439, 1.444, 1.525], [-2.212, 0.948, 0.066], [5.071, -2.815, 1.605], [-0.784, -2.869, 1.157], [8.897, -1.280, -0.079], [0.398, -3.730, 2.960], [-7.000, 2.294, -4.673], [8.975, 0.958, 0.716], [-0.094, 1.039, -0.182], [1.393, -3.422, 4.975], [-8.318, 0.850, 0.504], [-4.214, 0.549, -3.393], [2.051, -3.721, 2.341], [5.477, -2.371, 3.273], [-8.207, 4.299, -0.560], [8.037, 2.395, 1.151], [7.531, 1.760, 3.829], [9.189, 1.666, 2.288], [-7.133, -0.414, 0.132], [6.259, -3.761, 2.498], [-1.240, -1.781, -2.394], [-8.569, 3.454, -4.190], [-8.868, -0.713, -0.088], [8.333, -1.493, -1.712], [-10.096, 3.219, -3.341], [6.241, -1.025, -2.389], [7.948, -1.559, 3.680], [-5.379, 2.918, -4.325], [-4.249, 1.560, -1.939], [8.381, -3.017, 2.773], [8.979, -1.459, 2.242], [2.557, -0.661, 2.678], [-9.537, 4.614, -1.660], [-8.733, -1.245, -2.294], [-5.001, -0.047, -1.937], [8.622, 0.142, -1.118], [1.257, -1.748, 4.505], [1.898, 1.220, 1.228], [4.955, -0.572, -1.284], [-5.616, 1.299, -5.019], [6.564, 0.303, 3.997], [-9.162, 1.820, -3.792], [6.126, 0.645, -1.801], [-7.874, 4.988, -2.151], [-6.968, -1.127, -2.403], [-8.009, -0.234, -3.527], [5.917, 1.694, 3.104]],
  "lowdin_charge": [0.422, 0.176, 0.678, 0.687, -0.035, -0.297, -0.141, -0.146, -0.321, -0.310, -0.296, -0.293, -0.350, -0.097, -0.337, -0.308, -0.128, -0.139, 0.023, -0.023, -0.049, -0.110, -0.133, 0.069, -0.131, -0.134, -0.127, -0.190, -0.090, -0.156, -0.155, -0.131, -0.131, -0.142, -0.108, 0.086, 0.071, 0.089, 0.074, 0.125, 0.048, 0.049, 0.144, 0.127, 0.080, 0.083, 0.139, 0.064, 0.069, 0.091, 0.085, 0.086, 0.075, 0.082, 0.102, 0.077, 0.079, 0.084, 0.083, 0.081, 0.079, 0.090, 0.062, 0.091, 0.071, 0.136, 0.082, 0.089, 0.063, 0.080, 0.126, 0.137, 0.059, 0.084, 0.072, 0.074, 0.087, 0.086, 0.074, 0.071, 0.070]
}

***

Entry 2:
{
  "formula": "C19H46LiN2O15P",
  "method": "wB97M-V/def2-TZVPD",
  "orbital_gap_ha": 0.14482,
  "elements": ["P", "O", "O", "O", "O", "O", "O", "O", "O", "O", "O", "O", "O", "O", "O", "O", "N", "N", "C", "C", "C", "C", "C", "C", "C", "C", "C", "C", "C", "C", "C", "C", "C", "C", "C", "C", "C", "Li", "H", "H", "H", "H", "H", "H", "H", "H", "H", "H", "H", "H", "H", "H", "H", "H", "H", "H", "H", "H", "H", "H", "H", "H", "H", "H", "H", "H", "H", "H", "H", "H", "H", "H", "H", "H", "H", "H", "H", "H", "H", "H", "H", "H", "H", "H"],
  "coordinates": [[-1.245, 2.014, 0.052], [-0.498, 1.254, -0.881], [3.711, 0.472, 0.638], [2.537, 0.608, -2.977], [-0.177, 2.311, 0.938], [-1.099, 2.530, 7.780], [-1.585, 0.717, 0.725], [1.380, 1.361, -4.901], [1.911, -0.850, 1.091], [-2.350, 2.813, -0.436], [-3.210, -0.858, -0.243], [0.126, -2.587, -0.123], [0.769, -3.665, -1.982], [3.396, 2.284, -4.421], [-0.755, -4.599, -0.564], [4.057, -1.526, 1.272], [0.658, 0.666, 5.018], [-3.529, 0.559, -3.698], [-0.089, 1.203, 3.815], [0.353, -0.783, 5.223], [3.429, 3.073, -5.610], [-2.820, -0.871, -1.654], [-0.999, 1.522, 6.760], [2.423, 1.431, -4.140], [-4.429, 1.615, -4.328], [2.883, 1.627, 0.580], [-3.735, 0.227, -2.287], [1.052, -4.844, -2.711], [3.638, -2.850, 1.537], [2.137, 0.796, 4.766], [-3.514, -0.605, -4.735], [1.648, -0.376, -2.615], [3.161, -0.672, 0.956], [-0.469, -2.500, 1.121], [0.116, -3.715, -0.902], [0.314, 1.600, 6.129], [-2.106, 1.194, -3.820], [0.229, 0.291, 0.519], [-0.029, 2.245, 3.702], [2.390, 1.668, -0.337], [-4.197, 1.719, -5.447], [-2.179, 2.095, -3.160], [3.620, 2.444, -6.342], [-3.539, -0.345, -5.706], [-4.216, 2.565, -3.871], [4.388, -3.411, 2.116], [1.211, -1.240, -3.310], [1.903, -4.642, -3.412], [-1.824, 1.296, -4.747], [-1.204, 3.473, 7.355], [-4.588, -1.072, -4.468], [-3.180, -1.837, -2.048], [-1.562, -2.376, 1.088], [-0.232, -1.599, 1.800], [0.269, -5.175, -3.314], [2.738, 0.428, 5.475], [2.391, 3.499, -5.875], [0.957, -1.123, 6.132], [2.560, 1.738, 4.741], [2.143, 1.700, 1.479], [2.507, 0.154, 3.900], [-1.262, 0.602, 7.069], [-0.819, -1.111, 5.193], [-1.755, -0.870, -1.500], [3.560, 2.328, 0.877], [4.236, 3.813, -5.600], [-5.510, 1.356, -4.018], [0.593, -1.433, 4.405], [-4.852, 0.094, -2.349], [2.826, -2.796, 2.255], [-2.425, -0.280, 0.000], [1.180, -5.537, -1.883], [-1.694, 1.557, 5.837], [-2.876, -1.180, -4.355], [3.486, -3.428, 0.787], [-1.154, 0.991, 3.570], [-1.308, 0.622, -3.406], [0.610, 0.173, -2.678], [1.897, -0.838, -1.544], [0.512, 2.620, 5.800], [0.311, 0.644, 2.812], [-3.734, 1.209, -1.703], [0.911, 1.686, 6.931], [-0.384, -3.292, 1.854]],
  "lowdin_charge": [-0.397, -0.413, 0.034, -0.050, -0.376, -0.050, -0.441, 0.021, -0.012, -0.336, -0.142, -0.021, 0.020, 0.004, 0.051, 0.070, -0.292, -0.339, -0.015, 0.001, -0.023, -0.195, -0.251, -0.410, -0.009, 0.005, -0.109, -0.003, 0.002, 0.014, 0.058, -0.131, -0.598, -0.115, -0.536, -0.171, 0.033, 0.538, 0.084, 0.078, 0.127, 0.127, 0.033, 0.056, 0.089, 0.112, 0.115, 0.120, 0.037, 0.164, 0.163, 0.109, 0.099, 0.086, 0.074, 0.057, 0.133, 0.135, 0.096, 0.113, 0.140, 0.081, 0.176, 0.098, 0.067, 0.104, 0.128, 0.073, 0.137, 0.102, -0.033, 0.103, 0.157, 0.008, 0.034, 0.119, 0.068, 0.081, 0.121, 0.151, 0.125, 0.150, 0.102, 0.085]
}

***

Entry 3:
{
  "formula": "C19H46O10",
  "method": "wB97M-V/def2-TZVPD",
  "orbital_gap_ha": 0.38148,
  "smiles": "CCC[C@]1(OC[C@@H](C)O)COC(=O)O1.CCO.CCO.CCO.CCO.CCO",
  "elements": ["O", "O", "O", "O", "O", "O", "O", "O", "O", "O", "C", "C", "C", "C", "C", "C", "C", "C", "C", "C", "C", "C", "C", "C", "C", "C", "C", "C", "C", "H", "H", "H", "H", "H", "H", "H", "H", "H", "H", "H", "H", "H", "H", "H", "H", "H", "H", "H", "H", "H", "H", "H", "H", "H", "H", "H", "H", "H", "H", "H", "H", "H", "H", "H", "H", "H", "H", "H", "H", "H", "H", "H", "H", "H", "H"],
  "coordinates": [[-9.279, -4.374, 3.526], [-1.340, 0.295, 2.190], [-7.004, 1.403, 4.316], [8.395, 2.908, -3.201], [-7.148, -0.184, 5.985], [-7.592, -2.204, 5.000], [0.450, 0.214, 0.136], [8.238, 1.087, -8.168], [-7.340, 2.187, 6.742], [3.385, 1.851, -2.800], [-8.095, -4.687, 4.384], [8.514, 3.853, -4.254], [-7.175, 0.071, 3.644], [5.651, 1.098, -3.077], [0.636, 0.499, -1.242], [-5.109, -1.145, 5.092], [-0.865, 0.793, 3.432], [-2.929, -2.488, 4.437], [4.267, 0.766, -2.558], [8.034, 1.884, -10.427], [8.688, 2.082, -9.075], [-8.612, -5.014, 5.912], [8.678, 3.135, -5.578], [-7.177, 1.277, 5.775], [-7.096, -3.386, 4.279], [-4.222, -1.636, 3.804], [-1.015, 2.300, 3.477], [0.370, -0.743, -2.068], [-6.724, -1.030, 4.820], [-9.263, -5.097, 2.818], [-2.923, -2.434, 5.629], [-0.452, 2.770, 2.663], [4.297, 0.584, -1.479], [-6.946, -3.121, 3.130], [7.611, 4.471, -4.263], [-4.740, -0.039, 5.348], [9.777, 2.019, -9.153], [8.427, 3.062, -8.664], [-8.316, -0.097, 3.342], [-1.446, 0.327, 4.233], [8.767, 3.850, -6.401], [6.944, 1.935, -10.339], [-0.658, 2.700, 4.430], [0.505, -0.538, -3.134], [1.045, -1.554, -1.776], [5.622, 1.302, -4.153], [1.659, 0.858, -1.391], [9.569, 2.499, -5.566], [6.038, 2.000, -2.592], [-2.971, -3.633, 4.175], [0.183, 0.500, 3.551], [-0.651, -1.103, -1.903], [-7.561, -5.645, 3.933], [-4.828, -2.286, 3.014], [-2.064, 2.586, 3.344], [8.275, 0.896, -10.833], [9.372, 4.501, -4.050], [-4.963, -1.789, 6.059], [9.205, 2.371, -3.197], [-1.912, -1.969, 4.104], [8.367, 2.646, -11.137], [7.822, 2.480, -5.769], [-3.732, -0.732, 3.226], [8.481, 0.221, -8.539], [-0.811, 0.709, 1.487], [-6.035, -3.757, 4.673], [-9.741, -5.394, 5.835], [-8.630, -4.089, 6.629], [3.359, 1.999, -3.761], [-6.484, 0.168, 2.698], [1.074, -0.492, 0.376], [-8.013, -5.943, 6.361], [-0.055, 1.300, -1.522], [6.345, 0.273, -2.894], [3.868, -0.128, -3.047]],
  "lowdin_charge": [-0.123, -0.115, -0.058, -0.098, -0.021, -0.085, -0.102, -0.097, 0.025, -0.099, -0.325, -0.321, -0.017, -0.096, -0.296, -0.102, -0.335, -0.131, -0.338, -0.096, -0.334, -0.072, -0.100, -0.241, -0.143, -0.219, -0.091, -0.087, -0.335, 0.111, 0.079, 0.075, 0.113, 0.143, 0.115, 0.150, 0.110, 0.102, 0.163, 0.094, 0.069, 0.079, 0.073, 0.075, 0.073, 0.073, 0.087, 0.079, 0.070, 0.074, 0.109, 0.078, 0.154, 0.105, 0.077, 0.073, 0.106, 0.133, 0.092, 0.070, 0.075, 0.071, 0.104, 0.090, 0.044, 0.143, 0.096, 0.089, 0.092, 0.149, 0.105, 0.089, 0.123, 0.078, 0.106]
}